This record from the OMol25 dataset describes 3 unconnected molecules or ions with the total composition C3H11NO3. The level of theory is wB97M-V/def2-TZVPD.

```
18
Properties=species:S:1:pos:R:3:mulliken_charge:R:1
O -1.671 1.534 -0.920 -0.383
O 1.864 1.208 -0.402 -0.532
O 1.210 1.221 1.803 -0.573
N -1.041 1.071 0.271 -0.348
C -1.506 -1.852 -0.577 -1.155
C -0.290 -0.971 -0.382 -0.307
C 1.964 0.432 0.747 -0.074
H 0.442 -1.611 0.116 0.279
H -1.677 2.510 -0.901 0.332
H 1.708 -0.584 1.048 0.105
H 0.460 0.674 2.087 0.342
H -0.375 1.848 0.391 0.300
H -2.279 -1.326 -1.143 0.301
H 1.143 1.150 -1.047 0.368
H -1.888 -2.205 0.386 0.288
H 0.190 -0.782 -1.345 0.353
H 3.010 0.425 1.044 0.350
H -1.263 -2.740 -1.175 0.354
```

For the energy above the lowest of the compared OMol25 structures with the same formula, charge and spin, the calculation gives 180.7 kcal/mol. For the total energy, the calculation gives -401.12502 a.u. The net charge is 0. The value obtained for the HOMO-LUMO gap (alpha / beta) is 0.3102 / 0.3462 Eh. The calculation puts the molecular weight at 109.1 g/mol.

This record from the OMol25 dataset describes 4 unconnected molecules or ions with the total composition C3H11NO3. The level of theory is wB97M-V/def2-TZVPD.

```
18
Properties=species:S:1:pos:R:3:mulliken_charge:R:1
O 1.782 1.385 1.363 -0.695
O 2.431 0.355 -1.158 -0.696
O -0.467 -0.473 -2.332 -0.570
N -0.167 -0.767 0.987 -0.428
C -1.147 0.253 1.342 -0.091
C -0.575 -1.645 0.182 -0.496
C -2.095 0.689 0.542 -0.637
H 2.531 -0.588 -0.980 0.307
H -0.877 0.032 -3.024 0.277
H -1.517 -1.722 -0.387 0.306
H 1.171 0.634 1.479 0.490
H 0.493 -0.271 -2.346 0.340
H 1.999 0.731 -0.368 0.382
H -2.787 1.419 0.962 0.222
H -1.037 0.572 2.367 0.415
H 2.425 1.319 2.079 0.323
H -2.256 0.501 -0.521 0.255
H 0.093 -2.424 -0.187 0.296
```

For the energy above the lowest of the compared OMol25 structures with the same formula, charge and spin, the calculation gives 56.3 kcal/mol. For the total energy, the calculation gives -401.32331 a.u. The net charge is 0. Its SMILES is C=CN=C.O.O.O. The value obtained for the HOMO-LUMO gap is 0.3851 Eh. The calculation puts the molecular weight at 109.1 g/mol.

This record from the OMol25 dataset describes 3 unconnected molecules or ions with the total composition C3H11NO3. The level of theory is wB97M-V/def2-TZVPD.

```
18
Properties=species:S:1:pos:R:3:mulliken_charge:R:1
O 0.087 2.713 1.056 -0.662
O -1.838 0.249 0.199 -0.476
O 2.635 -0.061 2.060 -0.660
N -0.345 -2.172 -1.183 -0.692
C -1.747 -0.340 -0.853 -0.167
C 0.752 -0.023 -0.615 -1.557
C -0.369 -0.721 -1.400 0.464
H 0.974 0.943 -1.018 0.422
H -0.041 -2.376 -0.245 0.230
H 2.328 0.853 2.029 0.331
H 1.927 -0.484 1.562 0.383
H 1.661 -0.614 -0.646 0.507
H -0.706 2.948 1.545 0.305
H -0.078 1.821 0.730 0.387
H 0.418 -0.060 0.422 0.158
H -2.672 -0.634 -1.363 0.388
H -0.331 -0.443 -2.432 0.388
H 0.315 -2.672 -1.758 0.250
```

For the energy above the lowest of the compared OMol25 structures with the same formula, charge and spin, the calculation gives 39.1 kcal/mol. For the total energy, the calculation gives -401.35071 a.u. The net charge is 0. Its SMILES is C[C@@H](N)C=O.O.O. The value obtained for the HOMO-LUMO gap is 0.3916 Eh. The calculation puts the molecular weight at 109.1 g/mol.

This record from the OMol25 dataset describes 3 unconnected molecules or ions with the total composition C3H11NO3. The level of theory is wB97M-V/def2-TZVPD.

```
18
Properties=species:S:1:pos:R:3:mulliken_charge:R:1
O -0.602 -2.555 2.198 -0.625
O 0.242 -0.339 -2.139 -0.620
O 1.499 -1.988 0.014 -0.647
N 0.737 0.834 -0.176 -0.206
C -1.553 0.757 -1.159 -1.224
C 0.392 2.094 0.544 -0.921
C -0.080 0.311 -1.153 0.649
H -2.155 -0.112 -1.445 0.325
H 1.157 2.828 0.318 0.260
H 0.011 -2.890 1.555 0.328
H 0.938 -1.769 -0.757 0.357
H 2.322 -2.318 -0.350 0.279
H 1.224 0.123 0.365 0.376
H -1.884 1.038 -0.158 0.441
H -0.601 2.431 0.276 0.365
H 0.410 1.811 1.595 0.302
H -1.721 1.429 -2.006 0.268
H -0.336 -1.685 2.477 0.293
```

For the energy above the lowest of the compared OMol25 structures with the same formula, charge and spin, the calculation gives 28.6 kcal/mol. For the total energy, the calculation gives -401.36743 a.u. The net charge is 0. Its SMILES is CNC(C)=O.O.O. The value obtained for the HOMO-LUMO gap is 0.3834 Eh. The calculation puts the molecular weight at 109.1 g/mol.

This record from the OMol25 dataset describes 3 unconnected molecules or ions with the total composition C3H11NO3. The level of theory is wB97M-V/def2-TZVPD.

```
18
Properties=species:S:1:pos:R:3:mulliken_charge:R:1
O 0.942 1.307 3.858 -0.652
O -3.221 1.294 -0.759 -0.373
O 3.245 -2.365 -2.699 -0.642
N -1.891 -0.412 -0.345 0.081
C -0.657 -1.023 0.024 -0.902
C -2.073 0.976 -0.552 0.662
C -0.742 1.732 -0.589 -0.965
H -0.308 -0.726 1.029 0.340
H 0.056 -0.843 -0.802 0.453
H -2.617 -1.069 -0.640 0.366
H -0.194 1.336 0.252 0.371
H 1.900 1.339 3.706 0.328
H -0.754 -2.103 0.142 0.311
H -0.966 2.795 -0.454 0.299
H 3.948 -2.695 -2.151 0.324
H 0.743 2.052 4.452 0.331
H 2.808 -3.180 -2.932 0.321
H -0.217 1.586 -1.541 0.347
```

For the energy above the lowest of the compared OMol25 structures with the same formula, charge and spin, the calculation gives 10.7 kcal/mol. For the total energy, the calculation gives -401.03492 a.u. The net charge is +1. The spin multiplicity is 2. The value obtained for the HOMO-LUMO gap (alpha / beta) is 0.3859 / 0.1975 Eh. The calculation puts the molecular weight at 109.1 g/mol.

This record from the OMol25 dataset describes 3 unconnected molecules or ions with the total composition C3H11NO3. The level of theory is wB97M-V/def2-TZVPD.

```
18
Properties=species:S:1:pos:R:3:mulliken_charge:R:1
O 2.526 -1.500 6.172 -0.645
O -5.527 2.660 3.078 -0.648
O 2.067 0.459 -1.359 -0.158
N -0.014 0.294 -0.371 -0.303
C 0.348 -0.329 -2.731 -0.428
C 0.851 0.090 -1.401 0.637
C 1.491 -0.755 -3.720 -1.095
H 1.807 -1.560 6.824 0.333
H 0.918 -1.305 -4.519 0.312
H -5.265 1.671 2.902 0.323
H 0.513 0.814 0.238 0.274
H -4.839 3.277 2.616 0.325
H -0.337 -1.188 -2.580 0.398
H 2.063 -1.518 -3.109 0.340
H -0.210 0.547 -3.162 0.350
H -1.012 0.249 -0.485 0.278
H 2.179 0.065 -3.742 0.397
H 2.443 -1.972 5.347 0.311
```

For the energy above the lowest of the compared OMol25 structures with the same formula, charge and spin, the calculation gives 40.1 kcal/mol. For the total energy, the calculation gives -400.98802 a.u. The net charge is +1. The spin multiplicity is 2. The value obtained for the HOMO-LUMO gap (alpha / beta) is 0.3093 / 0.1419 Eh. The calculation puts the molecular weight at 109.1 g/mol.

> What is the net charge in the third record?

0

> Which value of molecular weight does entry 4 give?

109.1 g/mol